Here is C17H20As2Cl3I2NO8Pt as an isolated structure at a distorted geometry from the OMol25 dataset. Energies are from ωB97M-V/def2-TZVPD.

```
54
Properties=species:S:1:pos:R:3:nbo_charge:R:1
Pt 0.644 0.278 0.099 0.5683
I -0.777 -1.868 -1.181 0.4760
C 0.881 -1.860 -2.559 -0.6686
I 2.438 -0.551 -1.787 0.5360
H 0.537 -1.478 -3.520 0.2777
H 1.277 -2.873 -2.650 0.2737
C 3.094 1.795 2.565 -0.2521
O 2.363 2.905 3.045 -0.4390
C 1.208 2.776 3.631 0.7333
O 0.483 3.676 3.947 -0.4531
C 0.618 1.401 3.854 -0.2703
C 0.413 0.758 5.014 -0.0616
As 0.327 -1.985 6.048 1.6414
C -0.890 -2.917 7.258 -0.9620
C -0.432 -0.476 4.953 -0.5376
C -0.535 -0.920 3.556 -0.1399
As -0.364 0.568 2.331 1.0185
C -2.003 1.629 2.072 -0.8533
C -0.309 -2.296 3.393 0.6886
O -0.143 -3.025 4.435 -0.5979
O -0.218 -2.804 2.195 -0.4195
C 0.050 -4.202 2.064 -0.2877
C -1.836 0.038 5.502 0.8710
O -2.462 0.735 4.762 -0.4794
O -2.069 -0.337 6.705 -0.4671
C -3.265 0.179 7.349 -0.2768
C 0.969 0.977 6.397 0.7947
O 0.890 0.038 7.192 -0.6085
O 1.504 2.125 6.625 -0.4094
C 2.060 2.426 7.910 -0.2870
H 4.134 2.127 2.490 0.2703
H 2.734 1.515 1.550 0.1500
H 3.034 0.934 3.241 0.1866
H -0.466 -3.908 7.463 0.3080
H -1.860 -3.036 6.771 0.2822
H -0.958 -2.364 8.198 0.3049
H -2.421 2.015 3.003 0.3000
H -2.749 1.000 1.574 0.2751
H -1.727 2.456 1.413 0.2822
H 0.599 -4.338 1.134 0.2317
H -0.895 -4.751 2.004 0.2426
H 0.619 -4.581 2.917 0.2334
H -3.144 0.011 8.417 0.2484
H -4.142 -0.359 6.988 0.2342
H -3.372 1.244 7.135 0.2329
H 2.944 3.040 7.727 0.2469
H 2.292 1.517 8.469 0.2256
H 1.352 3.042 8.478 0.2408
Cl -1.887 5.216 -1.857 0.1385
C -1.290 3.779 -2.767 -0.2404
Cl -2.646 3.030 -3.690 0.1312
Cl 0.062 4.252 -3.866 0.1395
C -0.799 2.802 -1.830 0.4390
N -0.423 2.018 -1.081 -0.5117
```

Output
Charge   +4
HOMO level (spin up / spin down)   -19.802 / -19.802 eV
Gap between HOMO and LUMO (spin up / spin down)   0.1359 / 0.1360 Eh